A structure of composition C27H17AsF4N7O3S4Sn. Source: OMol25; level of theory: ωB97M-V/def2-TZVPD.

Calculated values
Electronic energy in eV: -165728.4397
Energy above the lowest of the compared OMol25 structures with the same formula, charge and spin in kcal per mole: 0.0
Orbital gap (alpha / beta) in eV: 5.52 / 3.66
LUMO energy (alpha / beta) in eV: 0.7356 / -1.0986

Structure (ORCA input):
```
! wB97M-V def2-TZVPD RIJCOSX def2/J DEFGRID3
* xyz -1 1
Sn 7.864 11.032 15.632
O 4.097 13.068 14.979
C 5.131 12.413 14.730
N 5.763 11.748 15.749
C 5.046 11.411 16.893
O 3.984 10.833 16.948
C 5.643 11.821 18.168
C 4.837 11.647 19.346
C 5.427 11.797 20.576
C 6.777 12.068 20.630
C 7.493 12.242 19.436
N 6.916 12.180 18.240
C 5.850 12.479 13.434
C 5.187 13.013 12.326
C 5.923 13.007 11.166
C 7.257 12.630 11.107
C 7.793 12.070 12.242
N 7.113 12.011 13.399
H 3.771 11.406 19.220
H 4.825 11.689 21.492
H 7.249 12.255 21.583
H 8.586 12.360 19.392
H 4.143 13.378 12.436
H 5.404 13.251 10.254
H 7.885 12.874 10.220
H 8.780 11.635 12.231
S 10.901 11.769 18.175
S 11.205 10.017 18.917
S 9.253 9.272 19.325
S 8.314 8.933 17.655
C 8.306 6.412 15.444
As 6.791 7.558 15.001
C 6.145 7.074 13.259
C 5.329 7.075 16.229
O 6.899 9.313 14.832
H 8.200 6.092 16.470
H 9.269 6.947 15.281
H 8.321 5.543 14.817
H 5.057 6.971 13.325
H 6.627 6.204 12.795
H 6.382 7.940 12.596
H 5.039 6.014 16.134
H 4.495 7.757 15.997
H 5.716 7.237 17.238
F 10.755 10.014 10.678
C 10.327 8.746 10.689
C 9.656 8.260 9.531
F 9.669 9.065 8.461
C 8.924 7.026 9.492
C 9.097 6.255 10.630
C 9.891 6.675 11.716
F 10.011 5.731 12.701
C 10.395 7.957 11.845
C 11.007 8.452 13.080
C 10.789 9.732 13.478
N 10.554 10.857 13.720
C 11.752 7.559 13.905
N 12.445 6.866 14.557
F 8.375 5.142 10.810
C 8.047 6.672 8.383
C 7.166 7.593 7.811
N 6.453 8.378 7.278
C 8.006 5.340 7.915
N 8.016 4.202 7.564
*
```

***

A cluster of 12 separate species, C72H216N36O12P12 in total. Source: OMol25; level of theory: ωB97M-V/def2-TZVPD.

Calculated values
Electronic energy in eV: -267861.0416
SMILES: CN(C)P(=O)(N(C)C)N(C)C.CN(C)P(=O)(N(C)C)N(C)C.CN(C)P(=O)(N(C)C)N(C)C.CN(C)P(=O)(N(C)C)N(C)C.CN(C)P(=O)(N(C)C)N(C)C.CN(C)P(=O)(N(C)C)N(C)C.CN(C)P(=O)(N(C)C)N(C)C.CN(C)P(=O)(N(C)C)N(C)C.CN(C)P(=O)(N(C)C)N(C)C.CN(C)P(=O)(N(C)C)N(C)C.CN(C)P(=O)(N(C)C)N(C)C.CN(C)P(=O)(N(C)C)N(C)C
Energy above the lowest of the compared OMol25 structures with the same formula, charge and spin in kcal per mole: 75.5
Orbital gap in eV: 8.60
LUMO energy in eV: 0.4594

Structure (ORCA input):
```
! wB97M-V def2-TZVPD RIJCOSX def2/J DEFGRID3
* xyz 0 1
O 5.776 15.292 28.608
P 4.338 15.005 28.694
N 3.574 15.393 30.062
C 3.985 16.673 30.741
C 2.361 14.729 30.526
N 3.961 13.425 28.479
C 2.803 12.968 27.783
C 4.780 12.448 29.137
N 3.455 15.824 27.526
C 2.157 16.490 27.690
C 4.033 15.793 26.173
H 3.148 17.371 30.842
H 4.725 17.086 30.075
H 4.435 16.559 31.719
H 1.426 15.132 30.029
H 2.222 14.828 31.600
H 2.446 13.695 30.315
H 3.023 11.996 27.339
H 1.894 12.829 28.424
H 2.511 13.629 26.948
H 4.993 11.655 28.379
H 5.734 12.930 29.272
H 4.353 11.982 30.001
H 2.046 16.490 28.805
H 2.084 17.536 27.398
H 1.342 15.848 27.345
H 5.054 15.333 26.242
H 4.094 16.782 25.733
H 3.361 15.175 25.410
O 7.857 23.840 23.132
P 7.647 24.070 21.664
N 6.647 25.399 21.545
C 6.103 26.082 22.693
C 6.489 26.182 20.280
N 6.970 22.986 20.629
C 5.572 23.069 20.210
C 7.566 21.753 20.138
N 9.106 24.394 20.997
C 10.190 24.885 21.821
C 9.357 24.607 19.574
H 6.188 25.291 23.530
H 5.026 26.226 22.515
H 6.668 26.974 22.939
H 6.777 25.613 19.412
H 7.172 27.010 20.313
H 5.497 26.605 20.154
H 5.183 24.053 20.492
H 5.596 22.887 19.097
H 4.943 22.241 20.664
H 8.441 21.558 20.763
H 6.940 20.864 20.221
H 7.905 21.829 19.101
H 10.026 24.642 22.859
H 11.142 24.468 21.513
H 10.200 25.955 21.864
H 10.084 23.924 19.154
H 9.877 25.579 19.457
H 8.493 24.451 18.910
O 10.188 20.312 21.783
P 10.084 19.422 22.936
N 10.164 20.247 24.416
C 9.619 19.583 25.610
C 10.819 21.472 24.562
N 11.396 18.343 23.010
C 11.664 17.524 21.813
C 12.677 18.736 23.607
N 8.728 18.513 22.916
C 8.618 17.173 23.396
C 7.501 19.193 22.585
H 10.368 19.130 26.310
H 9.064 18.687 25.399
H 9.043 20.235 26.272
H 10.791 22.014 23.660
H 11.889 21.505 24.852
H 10.405 22.074 25.332
H 10.740 17.062 21.463
H 12.043 18.173 21.043
H 12.468 16.755 22.006
H 13.232 19.367 22.885
H 12.609 19.285 24.516
H 13.332 17.844 23.860
H 7.972 17.119 24.280
H 8.298 16.544 22.556
H 9.614 16.795 23.592
H 7.682 20.291 22.394
H 6.738 19.053 23.390
H 7.042 18.737 21.696
O -1.711 23.962 22.685
P -1.238 25.386 22.954
N 0.156 25.640 23.866
C 0.013 25.341 25.299
C 1.466 25.346 23.306
N -2.484 26.242 23.652
C -2.551 27.656 23.961
C -3.829 25.613 23.966
N -0.676 26.072 21.550
C -1.089 25.472 20.335
C -0.211 27.424 21.506
H 0.037 24.241 25.587
H -0.945 25.718 25.714
H 0.813 25.854 25.844
H 2.311 25.724 23.942
H 1.518 25.741 22.282
H 1.614 24.268 23.161
H -3.220 28.110 23.267
H -2.837 27.867 25.045
H -1.588 28.127 23.839
H -4.380 25.839 23.034
H -3.753 24.546 24.057
H -4.339 26.084 24.828
H -1.718 24.608 20.509
H -1.664 26.167 19.709
H -0.239 25.124 19.766
H 0.623 27.458 20.798
H 0.054 27.966 22.375
H -0.972 28.002 21.023
O 3.689 29.333 28.689
P 2.364 28.605 28.583
N 1.663 28.355 30.088
C 0.267 28.591 30.356
C 2.357 27.628 31.111
N 2.539 27.136 27.908
C 1.895 25.974 28.554
C 3.358 27.012 26.779
N 1.280 29.481 27.665
C 0.063 28.836 27.166
C 1.265 30.961 27.950
H -0.056 29.630 30.218
H 0.080 28.283 31.441
H -0.437 27.924 29.871
H 2.221 28.088 32.104
H 3.444 27.595 30.879
H 2.012 26.571 31.239
H 2.342 25.903 29.524
H 0.809 26.114 28.552
H 2.170 25.118 27.885
H 4.038 26.179 26.940
H 2.777 26.944 25.823
H 3.940 27.907 26.840
H -0.026 28.993 26.045
H 0.061 27.770 27.387
H -0.861 29.346 27.555
H 0.443 31.305 28.550
H 1.165 31.449 26.951
H 2.192 31.281 28.409
O -3.105 20.188 27.331
P -2.357 19.620 26.223
N -0.880 19.094 26.768
C 0.096 18.654 25.805
C -0.458 19.494 28.152
N -1.940 20.628 24.847
C -0.940 21.592 25.125
C -3.041 21.290 24.104
N -3.276 18.446 25.445
C -3.819 17.369 26.309
C -2.899 17.844 24.156
H 0.393 17.578 26.092
H 1.031 19.174 25.754
H -0.351 18.727 24.795
H 0.308 18.718 28.459
H -1.276 19.459 28.887
H 0.042 20.387 28.295
H -0.274 21.719 24.309
H -1.296 22.599 25.369
H -0.281 21.295 25.931
H -3.845 20.559 23.884
H -3.498 22.122 24.766
H -2.688 21.835 23.187
H -4.240 17.758 27.221
H -4.568 16.803 25.832
H -3.054 16.624 26.667
H -3.750 17.191 23.868
H -2.014 17.236 24.287
H -2.663 18.598 23.360
O -1.364 25.817 28.462
P -2.069 24.957 29.432
N -2.937 25.951 30.545
C -4.061 25.334 31.237
C -3.480 27.139 29.920
N -1.209 24.104 30.539
C -0.612 22.880 30.045
C -0.327 24.854 31.453
N -3.225 24.098 28.719
C -3.799 22.980 29.387
C -3.298 23.965 27.280
H -4.555 25.969 31.930
H -3.876 24.451 31.902
H -4.886 25.048 30.568
H -4.338 26.904 29.280
H -2.737 27.694 29.378
H -3.784 27.757 30.766
H -1.450 22.269 29.694
H 0.114 22.947 29.253
H -0.149 22.313 30.826
H -0.551 24.504 32.477
H 0.715 24.704 31.118
H -0.535 25.904 31.327
H -4.854 23.026 29.254
H -3.372 22.055 28.974
H -3.749 23.065 30.502
H -2.840 24.882 26.891
H -4.389 23.939 27.076
H -2.913 23.030 26.955
O 2.141 19.374 19.148
P 0.955 19.423 20.001
N 0.935 18.504 21.443
C 2.031 18.848 22.363
C 1.081 17.088 21.135
N -0.404 18.733 19.283
C -0.329 18.701 17.850
C -1.699 18.726 19.877
N 0.596 20.902 20.590
C 1.554 22.012 20.377
C -0.524 21.234 21.414
H 1.987 19.821 22.785
H 3.033 18.748 21.864
H 2.064 18.140 23.192
H 2.034 16.924 20.593
H 0.264 16.572 20.685
H 1.282 16.574 22.063
H -0.720 17.752 17.534
H -0.801 19.642 17.319
H 0.692 18.691 17.531
H -2.369 19.611 19.659
H -2.248 17.913 19.426
H -1.576 18.520 20.960
H 1.036 22.895 19.977
H 2.030 22.333 21.331
H 2.206 21.750 19.514
H -1.427 21.553 20.831
H -0.273 22.065 22.049
H -0.792 20.373 22.110
O 8.252 18.441 32.977
P 8.125 19.670 32.235
N 9.297 20.733 32.801
C 10.399 20.288 33.687
C 9.483 22.168 32.398
N 6.716 20.572 32.304
C 6.550 21.267 33.582
C 6.086 21.282 31.190
N 8.531 19.381 30.704
C 9.040 20.209 29.575
C 7.560 18.339 30.104
H 11.353 20.656 33.219
H 10.383 19.201 33.810
H 10.354 20.762 34.692
H 9.439 22.834 33.242
H 8.713 22.410 31.706
H 10.379 22.238 31.801
H 7.032 20.717 34.408
H 7.025 22.276 33.539
H 5.436 21.339 33.834
H 5.209 21.837 31.582
H 6.759 21.982 30.692
H 5.710 20.589 30.424
H 9.886 19.715 29.124
H 8.257 20.343 28.846
H 9.370 21.153 29.998
H 7.057 17.737 30.888
H 8.053 17.678 29.434
H 6.835 18.917 29.550
O 8.183 24.117 30.123
P 8.418 25.215 29.169
N 8.704 24.627 27.663
C 9.426 25.319 26.512
C 8.851 23.172 27.584
N 9.615 26.283 29.516
C 10.925 25.599 29.616
C 9.319 27.288 30.594
N 7.012 26.204 29.088
C 6.896 27.333 28.153
C 5.865 25.388 29.134
H 9.118 26.358 26.558
H 9.133 24.904 25.590
H 10.524 25.328 26.707
H 8.249 22.709 26.816
H 8.400 22.725 28.464
H 9.853 22.864 27.444
H 11.639 26.433 29.715
H 10.891 25.046 30.605
H 11.132 24.834 28.867
H 9.288 26.857 31.581
H 10.087 28.055 30.528
H 8.359 27.730 30.372
H 6.767 26.974 27.119
H 6.041 28.022 28.418
H 7.855 27.849 28.133
H 5.028 25.973 29.420
H 5.955 24.655 29.871
H 5.478 24.817 28.254
O 3.066 19.984 25.169
P 3.898 20.796 26.021
N 5.021 19.946 26.925
C 6.442 19.689 26.503
C 4.529 18.946 27.883
N 3.093 21.552 27.233
C 3.519 21.867 28.569
C 2.059 22.378 26.800
N 4.889 21.895 25.200
C 4.705 22.249 23.775
C 5.442 22.901 26.102
H 7.073 19.841 27.401
H 6.686 20.335 25.678
H 6.596 18.618 26.178
H 5.148 18.936 28.768
H 4.545 17.905 27.487
H 3.509 19.176 28.224
H 4.397 21.321 28.875
H 3.790 22.898 28.664
H 2.638 21.653 29.211
H 1.691 22.197 25.786
H 1.128 22.288 27.450
H 2.265 23.441 26.826
H 4.771 23.344 23.652
H 5.522 21.782 23.184
H 3.818 21.853 23.328
H 5.827 22.318 26.977
H 4.667 23.681 26.425
H 6.220 23.442 25.635
O 10.713 17.783 28.283
P 11.231 16.724 29.244
N 11.248 17.296 30.788
C 10.921 16.651 31.987
C 11.938 18.561 30.888
N 12.816 16.210 28.966
C 14.054 16.549 29.580
C 13.066 15.771 27.579
N 10.299 15.340 29.201
C 10.874 14.131 29.693
C 9.289 15.185 28.222
H 10.768 17.448 32.714
H 11.760 16.090 32.360
H 10.055 15.956 31.876
H 12.504 18.720 29.985
H 12.696 18.528 31.701
H 11.251 19.413 31.072
H 14.609 17.253 28.947
H 13.892 16.952 30.596
H 14.765 15.718 29.814
H 13.166 16.642 26.922
H 13.988 15.181 27.514
H 12.175 15.249 27.264
H 11.094 14.091 30.784
H 10.323 13.273 29.347
H 11.816 13.885 29.203
H 9.571 14.469 27.430
H 9.070 16.138 27.785
H 8.390 14.766 28.736
*
```

***

| no. | F_max (eV/A) |
| --- | --- |
| 1 | 3.9 |
| 2 | 4.2 |